Entry 1:
The following is a quantum chemistry calculation of one molecule with the formula C8H15NO2Si, from the OMol25 dataset.

LUMO energy (spin up / spin down): -2.7 / -2.5 eV
ΔE to the lowest compared entry with this formula, charge and spin: 187.6 kcal per mole
DFT total energy: -808.2488 Ha
Charge: 0
Spin multiplicity: 1
HOMO (spin up / spin down): -7.18 / -7.48 eV

```
27
Properties=species:S:1:pos:R:3:mulliken_charge:R:1
C -0.158 0.659 -0.809 -0.68
C 1.079 0.173 -1.099 0.75
C -0.815 -1.014 1.719 -0.50
C 1.600 -0.755 -0.114 0.24
C 1.953 0.757 -2.163 -1.47
C 2.863 -0.419 0.660 -1.09
C -2.978 -0.518 -0.505 -1.10
C -1.988 1.878 1.294 -1.26
N 0.880 -1.900 0.066 0.86
O -0.089 -2.226 -0.628 -0.59
O 1.317 -2.724 0.887 -0.71
Si -1.538 0.169 0.460 0.30
H -0.444 1.398 -1.500 0.55
H -1.492 -1.598 2.306 0.37
H 0.136 -0.745 2.117 0.27
H 2.852 0.153 -2.450 0.33
H 2.227 1.816 -1.843 0.32
H 1.396 1.141 -3.132 0.35
H 2.614 0.492 1.278 0.26
H 3.781 -0.192 -0.060 0.32
H 3.100 -1.365 1.207 0.35
H -3.678 0.318 -0.654 0.31
H -2.795 -0.934 -1.508 0.35
H -3.623 -1.307 -0.077 0.38
H -1.293 2.272 2.020 0.38
H -2.096 2.709 0.607 0.35
H -2.813 1.764 1.921 0.38
```

Entry 2:
The following is a quantum chemistry calculation of C22H45NO2P2PtSe2Te as an isolated structure, from the OMol25 dataset.

LUMO energy (spin up / spin down): -4.3 / -6.8 eV
DFT total energy: -6942.8062 Ha
<S²>: 6.036
Charge: +2
Spin multiplicity: 5
HOMO (spin up / spin down): -11.54 / -13.28 eV

```
76
Properties=species:S:1:pos:R:3:mulliken_charge:R:1
Pt 0.178 1.108 1.233 -0.41
O 1.186 -4.148 -4.689 -0.52
C 1.206 -2.733 -4.676 -1.44
C 0.565 -2.238 -3.364 2.81
C -0.911 -2.723 -3.435 -1.97
O -1.645 -2.770 -2.200 -0.39
C 1.360 -2.888 -2.219 -1.76
Se 0.935 -2.267 -0.412 -0.20
C 0.690 -0.692 -3.393 -1.43
Se 1.502 0.191 -1.837 0.12
H 1.508 -4.472 -5.536 0.36
H 0.647 -2.315 -5.522 0.48
H 2.233 -2.354 -4.728 0.47
H -0.913 -3.711 -3.889 0.73
H -1.458 -2.054 -4.102 0.42
H -1.629 -3.675 -1.871 0.36
H 2.421 -2.674 -2.356 0.62
H 1.235 -3.968 -2.246 0.62
H -0.276 -0.218 -3.552 0.34
H 1.335 -0.381 -4.216 0.67
C 0.346 4.190 2.785 -1.35
P -0.895 2.901 2.440 0.53
C -2.405 3.863 2.125 -1.34
C -1.195 2.138 4.083 -0.87
C 0.074 1.459 4.589 -1.30
P 0.825 0.361 3.309 1.06
C 0.237 -1.295 3.788 -1.25
C 2.569 0.351 3.831 -1.24
H 0.101 4.716 3.710 0.44
H 0.366 4.908 1.965 0.42
H 1.335 3.741 2.868 0.31
H -2.528 4.618 2.904 0.46
H -3.279 3.211 2.118 0.36
H -2.325 4.354 1.154 0.33
H -1.999 1.409 3.956 0.36
H -1.544 2.896 4.787 0.55
H -0.132 0.881 5.491 0.57
H 0.821 2.211 4.853 0.39
H 0.598 -1.560 4.783 0.44
H 0.582 -2.038 3.066 0.23
H -0.855 -1.303 3.790 0.38
H 2.635 0.323 4.920 0.49
H 3.066 1.248 3.462 0.31
H 3.089 -0.517 3.425 0.23
C 5.269 -2.291 -0.800 -1.07
Te 3.818 -1.454 0.510 0.43
C 3.821 -3.113 1.843 -1.10
H 6.178 -2.465 -0.228 0.41
H 5.459 -1.567 -1.589 0.34
H 4.900 -3.225 -1.218 0.35
H 3.614 -4.025 1.288 0.41
H 3.044 -2.953 2.590 0.29
H 4.796 -3.171 2.323 0.45
C -4.354 0.006 -1.126 -0.81
N -3.033 -0.615 -0.825 0.37
C -2.765 -0.624 0.636 -0.69
C -1.911 -0.015 -1.654 -1.08
C -1.494 1.418 -1.467 0.92
C -2.133 2.393 -2.229 -0.38
C -1.661 3.700 -2.274 -0.95
C -0.482 4.025 -1.612 -0.75
C 0.186 3.054 -0.885 -0.27
C -0.337 1.743 -0.706 0.16
H -5.117 -0.443 -0.496 0.37
H -4.604 -0.157 -2.172 0.34
H -4.288 1.071 -0.924 0.36
H -3.048 -1.589 -1.139 0.36
H -2.795 0.397 0.999 0.37
H -1.777 -1.037 0.813 0.10
H -3.524 -1.224 1.132 0.48
H -2.252 -0.160 -2.680 0.77
H -1.059 -0.658 -1.468 -0.63
H -2.993 2.125 -2.837 0.53
H -2.175 4.442 -2.872 0.48
H -0.072 5.025 -1.696 0.48
H 1.135 3.305 -0.430 0.56
```

Which of these has the highest spin multiplicity?
C22H45NO2P2PtSe2Te

The highest spin multiplicity belongs to which entry?
C22H45NO2P2PtSe2Te

Which formula does entry 1 have?
C8H15NO2Si